## i
{"formula": "C4H35N2O12", "method": "wB97M-V/def2-TZVPD", "elements": ["H", "H", "O", "H", "H", "O", "H", "H", "C", "O", "C", "N", "H", "H", "H", "H", "H", "H", "H", "H", "H", "H", "H", "H", "H", "C", "H", "O", "O", "O", "O", "H", "H", "H", "O", "N", "H", "H", "H", "O", "H", "H", "H", "H", "H", "O", "H", "O", "H", "O", "H", "C", "H"], "positions_angstrom": [[1.1733, 0.0101, 0.4142], [-3.3135, -1.3820, 1.6308], [1.8504, -2.3162, 1.9052], [-2.2291, -2.3946, -1.1687], [-1.2666, 1.9679, 1.2691], [1.7474, -1.3340, -2.3705], [-1.6335, 2.4643, -4.0102], [-0.5226, -0.6587, -1.8179], [0.8035, 1.6799, -0.9048], [0.7108, 2.8272, 4.5565], [-0.5596, 2.1409, -0.6962], [-1.3843, 1.4676, 0.3837], [-1.1799, 2.7741, 3.6864], [1.6706, -3.2472, 2.1456], [-1.1339, 0.3928, 0.4181], [-0.2455, -1.6387, -0.5977], [3.2750, 2.3633, 2.6467], [-0.0433, 0.6605, 3.8933], [-2.0050, 1.7698, 3.1217], [-1.0878, 1.9404, -1.6262], [-2.5456, -0.7752, 0.5264], [2.7424, 0.4334, -1.9116], [2.7597, -0.9490, -0.7440], [-0.7013, 3.2380, -0.4263], [2.3090, -1.1717, -3.1472], [0.9574, 0.1820, -0.6240], [3.3069, 1.1905, 3.6313], [-0.4550, -1.2403, -3.8298], [2.6435, 1.7680, 3.1072], [2.3858, -4.3569, 0.0819], [-2.0547, 2.7482, 3.2096], [-2.4196, 1.6864, 0.2391], [1.6307, -2.4456, 0.9864], [-0.6816, -1.5967, -4.6716], [-3.0062, -0.9268, -2.0127], [-0.2830, -0.6603, -0.8403], [0.7219, 0.2414, 2.6805], [1.5184, 2.1163, -0.1317], [1.2041, 1.8812, -1.9338], [-2.9402, -0.5246, 1.3643], [1.3985, 2.3614, 4.0823], [-2.5772, -0.6966, -2.8575], [0.4089, -1.4448, -3.4771], [-3.7972, -1.3749, -2.3704], [3.2455, -4.3159, -0.3569], [-1.8904, -2.8413, -0.3975], [2.1072, -5.2445, -0.2510], [-0.8234, 2.0177, -3.7649], [-0.7542, 1.0629, -3.9452], [-0.1463, 0.5513, 2.9669], [0.8332, 3.6878, 4.1208], [2.1451, -0.3398, -1.4400], [-1.8689, -3.7490, -0.7421]], "spin_multiplicity": 1, "charge": 1, "orbital_gap_ev": 10.295, "homo_ev": -12.818}



## ii
{"formula": "C4H35N2O12", "method": "wB97M-V/def2-TZVPD", "elements": ["H", "H", "H", "H", "O", "H", "C", "H", "H", "O", "O", "H", "H", "H", "H", "O", "H", "H", "C", "O", "H", "C", "O", "C", "H", "H", "O", "H", "H", "H", "N", "N", "H", "O", "H", "O", "H", "H", "H", "H", "H", "H", "H", "H", "O", "H", "H", "H", "O", "H", "H", "H", "O"], "positions_angstrom": [[-0.6456, -3.6060, -0.6394], [-2.7084, -0.8957, -2.0765], [-1.5716, 2.6625, 2.4801], [-1.3488, -0.9436, 2.6292], [3.2262, 0.9991, -1.2141], [1.0388, 0.5587, 2.2210], [-1.5009, -0.1885, 0.0973], [0.7798, 0.5349, -1.0663], [2.9106, -1.2300, 2.7482], [2.5065, -2.0283, 2.3909], [-0.9122, 2.0708, 2.1066], [4.0967, 0.7686, -1.5703], [1.0399, -1.0065, -2.7567], [3.3841, 1.4558, -0.3663], [-4.2257, -0.4523, -2.4074], [-1.2962, -2.8955, -0.5774], [1.8972, -0.5063, -0.1777], [-1.6622, 2.2210, -3.2560], [0.7645, -1.4392, -1.7802], [-2.3311, 3.4558, -0.8438], [2.3998, 1.8492, 2.0614], [0.8937, -0.4699, -0.5812], [-3.3514, -0.1831, -2.1167], [1.6907, -2.7143, -1.5096], [-0.1681, -1.3550, 1.0686], [2.1048, -2.6955, -0.4964], [-0.5345, -2.1661, 3.2574], [0.1186, -1.8617, 3.8957], [-0.8028, 1.5426, -0.8307], [-2.0309, 4.3615, -0.9715], [-0.2106, -0.5734, 0.4374], [-1.5700, 0.9735, -0.4925], [2.5750, -2.4358, -2.0972], [0.5801, 2.1333, -2.0741], [-0.2215, -1.7433, -2.1305], [1.4384, 0.8735, 3.0412], [1.1253, -3.5785, -1.7529], [-2.6552, -0.5163, 3.3759], [1.5357, 1.9193, -2.0656], [-2.5556, 1.2585, -0.4663], [-2.2859, -0.7051, 0.5917], [-2.0172, 3.1067, 0.0024], [-2.0936, -3.3797, -0.3206], [-1.1527, 1.1206, 2.1996], [2.8420, 2.2103, 1.2528], [2.5191, 3.0870, 1.0286], [0.8848, 1.4665, 3.5537], [0.4956, 1.9635, -3.0280], [-2.1193, -0.2945, 2.6078], [2.8817, -2.2480, 1.5363], [-2.1034, 0.9697, -3.8622], [-0.3546, -2.9543, 2.7421], [-1.2996, 1.5034, -3.7977]], "spin_multiplicity": 1, "charge": 1, "orbital_gap_ev": 10.066, "homo_ev": -12.806}



What should be chosen as the least stable of them? Choose ii.



## i
{"formula": "CH6N3O", "method": "wB97M-V/def2-TZVPD", "elements": ["O", "H", "H", "H", "C", "N", "H", "H", "N", "N", "H"], "positions_angstrom": [[1.4327, -0.4373, -0.6013], [1.0507, -1.2111, 0.0357], [0.1698, 0.2301, 2.2274], [-0.8741, -1.8302, 0.6544], [-0.3106, 0.9536, -1.0238], [0.8014, 0.6588, -0.1837], [-1.0362, 1.4424, -0.3914], [-0.8142, 0.1078, -1.5710], [-0.3197, -0.1484, 1.3918], [-0.0586, -1.4351, 1.2013], [-0.0412, 1.6693, -1.7394]], "spin_multiplicity": 1, "charge": -1, "orbital_gap_ev": [7.117, 7.119], "homo_ev": [-2.217, -2.219]}



## ii
{"formula": "CH6N3O", "method": "wB97M-V/def2-TZVPD", "elements": ["N", "C", "H", "N", "H", "H", "H", "O", "N", "H", "H"], "positions_angstrom": [[-1.0784, -1.0153, 1.3106], [0.8193, 1.1439, -0.7086], [0.4801, -2.0075, 0.8311], [0.4646, -0.2086, -1.0646], [1.9362, 1.0495, -0.7102], [0.3625, 1.9088, -1.2488], [0.2780, 1.4477, 0.2988], [-0.9626, -0.3220, -1.2182], [0.2678, -0.9887, 1.3154], [-1.1992, -0.9332, -0.4474], [-1.3684, -0.0746, 1.6418]], "spin_multiplicity": 1, "charge": -1, "orbital_gap_ev": [7.295, 6.273], "homo_ev": [-2.409, -1.370]}



What should be chosen as the least stable of them? Choose ii.



## i
{"formula": "C2H12O5", "method": "wB97M-V/def2-TZVPD", "elements": ["H", "H", "O", "H", "C", "O", "H", "H", "O", "H", "O", "H", "H", "H", "H", "H", "C", "H", "O"], "positions_angstrom": [[0.1697, -2.1409, -0.8370], [1.5724, -2.6710, -0.6291], [-1.2409, 1.2602, 2.6773], [-1.4944, 2.3539, 0.2952], [-0.4124, 0.8418, 1.6427], [-0.3374, -0.7510, -1.2069], [2.4907, -0.3061, -1.0368], [-0.3686, -1.3347, -1.9649], [1.7276, 0.1519, -1.3890], [0.4606, -0.2374, -1.3322], [0.7899, -2.7910, -1.1670], [-0.3247, -0.2446, 1.6298], [1.8644, 1.0677, -1.1466], [0.6353, 1.0706, 1.8377], [-0.2900, 1.6581, -0.5563], [-1.3165, -0.3841, -0.3654], [-0.9870, 1.3908, 0.2379], [-1.0166, 0.7395, 3.4520], [-1.9221, 0.3263, -0.1413]], "spin_multiplicity": 1, "orbital_gap_ev": 8.872, "homo_ev": -9.036, "smiles": "OCCO.O.O.O"}



## ii
{"formula": "C2H12O5", "method": "wB97M-V/def2-TZVPD", "elements": ["H", "H", "H", "H", "H", "H", "C", "H", "H", "H", "O", "H", "O", "O", "H", "C", "O", "O", "H"], "positions_angstrom": [[4.3240, 0.7869, -0.2360], [-3.7536, 1.9126, -0.9904], [0.0804, -1.5837, -1.8809], [-2.9935, 0.2118, 0.9908], [5.2505, -0.1900, 0.3846], [-0.4674, -3.1537, -1.3453], [0.0527, -2.2437, -1.0205], [-4.0614, 0.5327, 1.8791], [2.0712, 1.8490, 0.3246], [-2.6899, 0.9690, -1.1965], [-2.9344, 1.8455, -1.4550], [-1.1975, -2.3332, 0.8473], [5.2228, 0.7154, 0.1062], [-0.3613, -0.5508, 0.5250], [1.0585, -2.5823, -0.7592], [-0.5909, -1.7008, 0.1915], [-3.9522, 0.2462, 0.9505], [2.4718, 1.0300, 0.6438], [1.6454, 0.5971, 0.8570]], "spin_multiplicity": 1, "orbital_gap_ev": 11.031, "homo_ev": -10.737, "smiles": "CC=O.O.O.O.O"}



What should be chosen as the least stable of them? Choose i.



## i
{"formula": "C17H21NO2", "method": "wB97M-V/def2-TZVPD", "elements": ["C", "H", "N", "C", "H", "H", "O", "C", "C", "C", "C", "H", "H", "H", "H", "C", "H", "H", "C", "C", "C", "C", "H", "H", "H", "H", "H", "C", "C", "H", "H", "H", "C", "H", "C", "O", "H", "H", "C", "C", "H"], "positions_angstrom": [[-0.0434, -0.1405, 3.3043], [0.0638, -0.5821, -0.0073], [-0.3726, 0.0654, 1.9104], [1.6537, 2.4686, -1.0376], [1.0379, -0.2333, 3.4004], [4.3796, 2.5061, -1.8124], [2.8281, 2.8233, -3.1542], [1.7353, 2.4477, -2.4219], [0.4934, 2.0671, -0.3913], [-0.2741, -2.3259, 1.1797], [-1.7963, 0.2627, 1.6840], [0.1078, -5.0708, 3.1265], [2.4889, 2.7892, -0.4349], [1.0476, -2.8278, 2.7890], [-3.1745, 1.6414, 0.7918], [-0.6075, 1.6450, -1.1214], [-1.6781, -2.1690, -0.4299], [-0.3617, 0.7336, 3.8732], [-1.3002, -2.7954, 0.3666], [0.6318, 2.0068, -3.1546], [0.2401, -0.9172, 1.0165], [-0.2947, -4.4309, 2.3544], [0.7039, 1.9854, -4.2302], [4.6951, 3.5287, -3.2355], [0.4761, 2.0576, 0.6868], [1.3177, -0.8867, 1.2023], [-0.5138, -1.0325, 3.7426], [-2.0940, 1.4592, 0.7641], [3.9648, 3.2804, -2.4667], [-2.2842, 0.4732, 2.6390], [-2.6234, -4.4121, -0.0874], [-1.7402, -5.8685, 1.6991], [-1.8261, -4.0621, 0.5522], [-2.2717, -0.6305, 1.2604], [-1.3296, -4.8803, 1.5521], [-1.8023, 1.2334, -0.5974], [3.7458, 4.1756, -1.8749], [-1.5802, 2.3527, 1.1317], [-0.5207, 1.6147, -2.5151], [0.2292, -3.1639, 2.1683], [-1.3767, 1.2765, -3.0773]], "spin_multiplicity": 1, "orbital_gap_ev": 8.590, "homo_ev": -7.759, "smiles": "COc1ccc(OCCN(C)Cc2ccccc2)cc1"}



## ii
{"formula": "C17H21NO2", "method": "wB97M-V/def2-TZVPD", "elements": ["N", "H", "H", "C", "O", "H", "C", "C", "H", "O", "H", "H", "H", "H", "H", "C", "H", "H", "C", "C", "C", "H", "H", "C", "C", "C", "H", "H", "C", "C", "C", "H", "H", "C", "H", "C", "H", "H", "C", "H", "C"], "positions_angstrom": [[3.8067, 0.8934, -0.4815], [-3.8259, 0.3118, -1.8471], [-5.7302, 0.7303, -0.2665], [-0.1389, 1.8349, 0.5610], [-0.8794, -1.5859, 0.1084], [-6.2634, -0.6108, 0.7520], [-2.3366, 0.2578, -0.3625], [0.1434, 0.5727, 0.0978], [3.3267, -0.8498, -1.6477], [-1.8567, 2.9826, 1.7774], [6.5940, -1.5381, 1.1191], [0.6402, 3.7415, 1.0677], [4.7416, -2.3770, -0.4814], [-2.8871, -1.1626, -1.8898], [6.2238, 0.0830, 0.5370], [-3.3804, -0.4621, -1.2093], [2.9415, 3.1145, 0.4259], [-4.5305, -2.1110, 1.4932], [-2.5889, 1.4937, 0.0619], [-1.0152, -0.3828, -0.0280], [6.1438, -0.9831, 0.2922], [-4.4424, -3.2213, 0.0672], [4.0824, -1.4085, 0.9239], [2.4531, 1.1159, -0.1402], [4.6860, -1.4033, 0.0152], [-4.1006, -2.2819, 0.5037], [-4.8474, 0.3067, 1.2402], [6.7656, -1.1246, -0.5960], [1.4196, 0.2050, -0.2279], [-1.5580, 2.1936, 0.8996], [-5.3805, -0.0889, 0.3704], [4.9637, -0.2561, -1.7410], [-5.2120, -1.5306, -1.1602], [-4.5329, -1.0991, -0.4132], [4.3457, 1.0807, 0.3554], [0.8837, 2.7550, 0.6904], [1.6166, -0.8076, -0.5582], [-3.0147, -2.3355, 0.6096], [4.1256, -0.4169, -1.0505], [-3.5227, 1.9791, -0.1990], [2.1409, 2.3851, 0.3307]], "spin_multiplicity": 1, "orbital_gap_ev": 7.923, "homo_ev": -8.557, "smiles": "CCCNc1ccc2c(c1)C(=O)C(CC(C)C)=CC2=O"}



What should be chosen as the least stable of them? Choose i.